{"formula": "C83H184N10O15P2", "method": "ωB97M-V with the def2-TZVPD basis set", "spin_multiplicity": 2, "gap_ev": [6.6502, 2.7041], "homo_energy_ev": [-11.97, -11.97], "max_force_ev_per_a": 5.790, "charge": 3, "elements": ["P", "P", "O", "O", "O", "O", "O", "O", "O", "O", "O", "O", "O", "O", "O", "O", "O", "N", "N", "N", "N", "N", "N", "N", "N", "N", "N", "C", "C", "C", "C", "C", "C", "C", "C", "C", "C", "C", "C", "C", "C", "C", "C", "C", "C", "C", "C", "C", "C", "C", "C", "C", "C", "C", "C", "C", "C", "C", "C", "C", "C", "C", "C", "C", "C", "C", "C", "C", "C", "C", "C", "C", "C", "C", "C", "C", "C", "C", "C", "C", "C", "C", "C", "C", "C", "C", "C", "C", "C", "C", "C", "C", "C", "C", "C", "C", "C", "C", "C", "C", "C", "C", "C", "C", "C", "C", "C", "C", "C", "C", "H", "H", "H", "H", "H", "H", "H", "H", "H", "H", "H", "H", "H", "H", "H", "H", "H", "H", "H", "H", "H", "H", "H", "H", "H", "H", "H", "H", "H", "H", "H", "H", "H", "H", "H", "H", "H", "H", "H", "H", "H", "H", "H", "H", "H", "H", "H", "H", "H", "H", "H", "H", "H", "H", "H", "H", "H", "H", "H", "H", "H", "H", "H", "H", "H", "H", "H", "H", "H", "H", "H", "H", "H", "H", "H", "H", "H", "H", "H", "H", "H", "H", "H", "H", "H", "H", "H", "H", "H", "H", "H", "H", "H", "H", "H", "H", "H", "H", "H", "H", "H", "H", "H", "H", "H", "H", "H", "H", "H", "H", "H", "H", "H", "H", "H", "H", "H", "H", "H", "H", "H", "H", "H", "H", "H", "H", "H", "H", "H", "H", "H", "H", "H", "H", "H", "H", "H", "H", "H", "H", "H", "H", "H", "H", "H", "H", "H", "H", "H", "H", "H", "H", "H", "H", "H", "H", "H", "H", "H", "H", "H", "H", "H", "H", "H", "H", "H", "H", "H", "H", "H", "H", "H", "H", "H", "H", "H", "H", "H", "H", "H", "H", "H", "H"], "positions_angstrom": [[1.188606, -0.412294, 6.915707], [6.029176, 3.669736, -3.135043], [-0.096784, -2.604204, -3.989723], [-2.332884, 2.463136, 4.229567], [-2.620644, 3.036396, -2.942843], [4.942806, 1.313766, -0.659583], [-4.607304, 2.999256, -2.128873], [-3.078424, 4.098176, -1.134603], [-2.171324, -2.929294, -4.006933], [6.029036, -0.272874, -1.325273], [-0.892944, 1.072166, 4.650307], [3.298806, 6.317646, -3.633473], [-0.617774, 3.120856, 5.252367], [1.112566, 6.242416, -3.653583], [-1.177174, -2.186254, -2.310403], [4.084146, -0.621544, -0.410813], [2.196896, 5.151126, -2.156693], [-3.126984, -0.001514, -5.899763], [-3.445554, 3.381376, -2.091333], [-1.130454, -2.581864, -3.426653], [4.969856, 0.129956, -0.864673], [-5.216044, -4.935874, -1.983013], [-1.705524, 7.602756, 0.020307], [2.194826, 5.898076, -3.168573], [-0.218254, 1.026946, 0.407717], [-1.143364, -10.600074, 2.645947], [-1.287364, 2.193666, 4.788697], [-4.361054, -3.923364, 0.374047], [4.114786, -4.537634, 4.566177], [2.493906, -0.286944, -4.634263], [7.282716, 6.754466, -5.816523], [0.234476, -0.445554, 0.596847], [6.337996, 7.976606, -5.351813], [-0.065274, -1.130594, 1.971417], [-0.032134, -11.454914, 3.323977], [-3.984594, -6.135064, -3.850223], [2.904616, 1.062106, -4.002263], [-2.107454, 3.069746, 9.277277], [-2.584654, 0.559426, -0.422013], [-2.050524, 1.793036, 8.386027], [-0.546214, -0.052984, 7.591507], [1.993826, 1.061366, 6.165577], [-3.198874, 1.542816, -5.797553], [3.428166, 0.743826, 5.685247], [0.023556, -12.688344, 2.468907], [-4.649604, -4.021994, 1.906327], [-4.669674, -2.451964, -8.752303], [-1.771394, 1.225696, 0.671827], [1.412786, -1.800564, 5.561707], [4.033036, 5.562536, 0.767697], [-4.574894, 1.875486, -5.350913], [-1.602164, -6.697684, 2.165987], [-6.138754, -5.995204, -2.666193], [1.220866, 2.648666, -0.757213], [7.495946, 5.616286, -4.782413], [0.167806, 1.617226, -0.963713], [2.661786, -2.759704, 5.712277], [-3.867874, -0.374284, -4.600943], [-5.215834, 10.981326, -1.110323], [6.000026, 4.929326, -1.875483], [0.205816, 7.932146, 1.621497], [-0.596124, 1.330806, 8.243507], [-4.348304, -1.979424, -7.377083], [-2.585524, -10.971404, 3.078687], [-6.847744, -3.010614, -2.559173], [-0.800534, 0.266246, -7.204423], [-5.442104, -3.511054, -2.634203], [-5.465894, -6.459054, -4.031133], [-0.619324, 6.749446, 2.058817], [-1.608674, -0.420454, -6.046293], [2.340146, -0.795204, 8.290287], [0.602266, -3.459034, 1.338817], [-4.924104, 0.714116, -4.452683], [-7.287654, -1.948744, -3.622853], [-6.040744, -3.661564, 2.409247], [-1.806044, -8.233624, 1.896687], [-0.865544, 8.688326, 0.743887], [9.801576, 2.207236, -2.017223], [4.385616, 2.925006, -3.424103], [8.802486, 3.108626, -2.654753], [7.342176, 2.500066, -2.863243], [-2.339874, -6.402264, 3.464177], [0.655776, 1.903856, 1.371727], [-3.818054, -5.520624, -2.429033], [-5.235714, -4.910364, -0.418153], [1.874736, 2.424976, 0.612507], [-3.934884, -0.456284, -7.281403], [3.766546, -1.199434, 10.908307], [2.891306, -3.615804, 4.423187], [-4.715224, -3.997824, -8.884603], [4.362286, 1.534706, -4.131853], [2.345896, -1.815904, 10.584757], [-4.939424, 9.908726, -0.215263], [-3.578274, 9.243306, -0.534303], [4.178386, 1.977636, 5.209757], [6.316866, 4.565796, -4.759643], [0.696816, -2.326554, 2.305307], [-0.368624, -12.309864, 1.024127], [-0.994854, -9.102684, 2.880627], [3.708396, 2.702826, 3.980037], [6.025056, 4.289256, -0.390093], [11.288286, 2.565416, -2.350813], [0.323176, -0.739444, -7.686493], [-3.836794, -0.074894, 0.055427], [1.913136, -2.046204, 9.145707], [-3.217814, 7.842946, 0.107817], [-0.866094, -10.886724, 1.186477], [-1.328604, 6.282386, 0.765887], [4.637226, 4.346896, 0.244367], [-1.364264, 7.421516, -1.550553], [-1.561954, 9.142996, 1.448427], [-5.844694, -5.934954, -4.908593], [-3.365644, -6.217464, -1.723453], [-2.688034, 9.872076, -0.548423], [-6.472494, -3.935934, 3.371747], [7.574896, 6.119046, -3.818513], [6.603906, 4.948476, 0.256797], [-5.551924, -2.009934, -9.215273], [5.317566, 7.764766, -5.032523], [-0.001294, 2.770706, 1.441877], [-4.169784, -1.421234, -4.629993], [6.742756, 8.526836, -4.502403], [1.614436, -3.668814, 0.992977], [0.308186, -2.715964, 3.246277], [-0.583584, 2.135946, -1.559063], [-1.157554, -12.993924, 0.711507], [4.405576, -1.363824, 10.040717], [3.527206, -0.158064, 5.081197], [4.627406, 3.600616, 1.038767], [6.458746, 8.797306, -6.058893], [-6.170804, -2.609174, 2.156937], [-0.045824, 2.079636, 7.673847], [2.273726, 3.267786, 1.176947], [0.881236, -10.861174, 3.360347], [1.638056, -1.044674, 10.888507], [0.825826, -2.104294, 9.195617], [4.364836, 3.545176, 3.761787], [-0.505244, 9.362196, -0.033403], [-6.227704, 11.376726, -1.199053], [2.302036, 1.880316, -4.396653], [-2.583244, -10.580074, 4.096007], [3.097476, -1.150474, -4.354743], [-4.459624, 11.765656, -1.077543], [3.911376, 2.802816, -2.450313], [-3.349914, -0.104814, -8.131333], [-2.695784, 0.990916, 8.744287], [-6.991004, -2.571654, -1.571813], [5.149686, 5.591656, -2.037733], [8.254516, 7.030466, -6.225833], [0.016796, -1.474074, -8.431173], [-3.481684, 7.713636, 1.157457], [6.866786, 2.079966, -1.976893], [7.362906, 1.872186, -3.753993], [-0.690834, -0.824064, 8.348217], [3.851826, 3.697266, -3.977973], [-7.201694, -5.760194, -2.721253], [3.343276, -1.063114, 7.958537], [-0.446254, -11.776164, 4.279707], [-1.257414, -0.123464, -5.058113], [1.972266, 2.655216, -1.546803], [-4.835104, -2.800064, -2.073703], [2.558966, 1.593916, 0.441417], [-3.389324, -10.508054, 2.506577], [3.976256, 3.873586, -0.481713], [-3.664674, 8.932556, -1.575493], [9.838616, 2.163686, -0.928733], [11.296586, 3.592646, -1.986343], [-2.039554, -0.226384, -0.944963], [-5.896194, 0.315096, -4.742403], [12.030266, 1.903256, -1.904583], [-4.866934, -4.416864, -7.889873], [-1.533054, -1.504744, -6.128133], [6.759196, 6.352676, -6.684043], [-0.208434, 0.994526, -6.650233], [-1.887714, 2.293996, 0.854327], [-0.081394, -1.005304, -0.283493], [1.431046, -0.487034, -4.498633], [-0.717404, -13.421944, 2.786587], [-5.135024, 0.983146, -3.417673], [-6.157584, -6.716884, -1.849533], [-5.113394, -2.242464, -6.646633], [11.446126, 2.528456, -3.428683], [9.046816, 3.361646, -3.686443], [2.645016, 2.873586, 4.147897], [9.629206, 1.236886, -2.482873], [4.062566, -5.262234, 3.753567], [-4.282214, 0.588596, 0.796697], [-1.339764, 0.847486, -7.952423], [-3.135344, -4.681604, -2.563363], [0.015076, 5.957806, 2.457477], [-2.112794, -5.425884, 3.892207], [6.870436, 5.583696, -1.923263], [3.207996, 5.914566, 0.148437], [-5.248224, -3.614914, -3.701783], [4.205846, -4.960754, 5.566567], [2.283806, -2.714684, 11.198297], [1.126546, -0.135564, -8.108413], [3.744686, -0.116424, 11.029647], [-2.410364, 1.766086, -5.078873], [-5.259664, 1.851926, -6.198633], [3.595526, -2.311384, 6.051757], [-1.095364, -1.486594, 1.955067], [-2.827534, 2.024196, -6.702253], [-1.175434, 3.290406, 9.797607], [8.696196, 3.959916, -1.982363], [-1.186064, -8.843624, 3.921987], [-1.628914, -10.748964, 0.420177], [4.105026, -1.652734, 11.839987], [-0.171824, 1.330846, 9.247527], [6.471166, 3.313506, -0.197773], [-5.236724, 10.624816, -2.140163], [-1.891364, -6.989644, 4.265377], [0.107336, -4.203214, 1.962797], [0.389496, -12.281824, 0.241457], [1.721056, -1.168284, 4.729057], [-3.759184, -4.379764, -9.242653], [3.738796, 2.050176, 3.107557], [-2.008224, 3.934366, 8.621017], [-0.166734, -0.492654, 2.849387], [2.256506, -2.995594, 8.734797], [5.406316, 5.129506, -4.962703], [0.646006, 0.941816, -1.673113], [-5.643764, -7.527484, -4.153333], [-2.524064, 2.005586, 7.427547], [0.726246, 1.522446, 2.390387], [0.869576, 3.679616, -0.714403], [2.610286, 1.036146, -2.953073], [-7.571954, -3.815754, -2.435173], [4.767666, 6.367776, 0.771517], [-1.809064, 0.795376, 1.672577], [2.033036, -4.212214, 4.113727], [-4.902994, 10.389686, 0.762217], [-2.856444, -8.489324, 2.035907], [3.702166, 5.491926, 1.803867], [-0.634274, 5.667746, 0.192987], [-3.419474, -6.550984, 3.485637], [-1.323304, 6.893266, 2.878477], [-5.653614, 9.089376, -0.297143], [-8.341274, -1.719024, -3.781653], [0.464846, 8.524306, 2.499187], [4.184526, 2.727136, 6.001157], [-0.063434, -10.195814, 0.928637], [-5.088984, -5.973984, -0.230303], [-1.694364, 8.280816, -2.134273], [-4.787044, 0.209926, -7.415863], [-3.675234, -5.416314, -4.609033], [4.606716, 1.570936, -5.193473], [-6.862654, -2.133534, -4.609423], [6.322196, 3.780316, -5.515353], [2.605936, -0.195574, -5.714623], [4.987796, 0.742086, -3.721243], [-0.281224, 7.327216, -1.629593], [4.999766, -3.901354, 4.558627], [-3.056104, 3.130816, 9.810587], [0.569486, -2.462364, 5.364307], [1.316896, -0.379364, 0.486957], [-2.275114, 5.757056, 0.893327], [2.499486, -3.440624, 6.547797], [1.045176, -13.020324, 2.653787], [-3.985054, -3.463014, 2.565137], [-3.354544, -7.017884, -3.958683], [-2.095644, -6.180744, 1.342977], [-2.821794, 1.376046, -1.103933], [-4.580094, -0.146494, -0.738603], [-2.686014, -12.020904, 3.355367], [3.067356, -3.008694, 3.535197], [1.964266, 1.750426, 7.009617], [5.218456, 1.661946, 5.127937], [0.789286, -1.206894, -6.819113], [-4.571424, 2.845886, -4.854493], [-3.782864, 7.014576, -0.319523], [0.069546, -8.908074, 2.749197], [1.724956, -2.026854, 2.508297], [-4.428744, -4.996834, 2.341067], [8.475166, 5.162766, -4.935833], [-5.490224, -4.396594, -9.539163], [1.304196, 1.430236, 5.406337], [-1.199154, -0.205074, 6.732067], [-0.551614, -6.408004, 2.142817], [-3.104624, -0.401024, -3.823233], [2.378216, 0.138606, 8.851217], [-6.689884, -4.151044, 1.683217], [0.082826, -3.132244, 0.437997], [-1.876724, 6.560576, -1.979813], [-6.308594, -4.795384, -0.263853], [-6.973744, -0.945304, -3.335343], [-1.679194, -8.551924, 0.861947], [-3.586944, -1.049924, 0.473737], [-3.867374, -2.224864, -9.454333], [-3.416154, -2.483664, -7.122263], [3.946496, 0.364206, 6.565777], [1.026556, 7.404076, 1.136077], [-4.395734, -2.908664, -0.022543], [-3.335254, -4.283044, 0.293717]], "forces_ev_per_a": [[0.8, -0.9, -1.0], [0.0, 2.4, -3.0], [4.3, -0.3, -3.0], [-2.6, 0.8, -0.4], [0.7, -0.5, -0.9], [-0.5, 2.0, -0.2], [-1.2, -0.5, -0.4], [0.5, 0.4, 0.3], [-2.0, -0.9, -0.9], [0.2, -0.8, -0.8], [2.8, -4.8, 0.9], [-0.7, -0.6, 0.2], [1.4, 0.1, 1.5], [0.4, 0.1, -0.2], [-0.9, 1.7, 5.5], [1.4, 1.0, -1.5], [0.4, -0.3, 0.1], [-0.6, 0.1, -2.9], [0.3, 0.6, 1.1], [-1.7, -0.5, -1.4], [-1.1, -2.4, 2.6], [1.5, 0.4, -1.5], [0.2, -1.4, -1.8], [0.2, 0.6, 0.1], [0.4, 0.2, 0.2], [-1.4, 0.4, -0.9], [-1.2, 3.6, -2.2], [0.2, -1.1, 0.5], [-0.3, 1.0, 0.5], [0.3, 1.0, -0.8], [-1.7, 0.2, 0.2], [0.7, 0.6, 0.2], [2.2, -0.1, 0.3], [-2.9, 1.6, -0.8], [-2.3, 0.2, 0.0], [0.0, 0.2, 0.6], [-0.4, -0.4, 0.0], [0.2, 0.1, -1.6], [0.6, 1.0, -0.7], [0.0, 0.6, 0.4], [2.0, -0.5, -0.4], [-0.6, -1.1, -0.1], [1.8, -0.7, -0.6], [-0.4, 0.0, 1.3], [0.9, -0.3, -0.4], [0.0, -0.4, 1.9], [-0.1, -0.8, -2.1], [2.5, -0.9, 1.0], [1.6, 0.5, 1.1], [-0.2, 2.5, 0.2], [0.1, 0.1, -0.1], [-1.4, -1.4, -0.4], [0.3, -0.2, 0.7], [1.6, 2.4, 1.2], [-0.5, 0.0, -0.2], [0.7, 0.0, -0.9], [-0.9, -0.6, 0.1], [1.1, -0.3, -0.6], [-0.8, 1.8, -3.9], [0.6, -0.9, 2.2], [-1.7, -0.1, -0.3], [-0.7, 0.1, -0.3], [1.8, 1.6, 0.9], [1.6, 0.0, 1.9], [-2.3, 0.6, 1.2], [1.2, -0.9, 1.7], [0.0, -0.9, 0.1], [-0.4, 0.4, 1.6], [-1.0, -1.4, 0.3], [-1.7, 0.3, -0.1], [-0.8, -1.6, 0.0], [0.5, 0.3, -0.5], [-1.5, -1.0, 0.8], [0.7, 0.3, 0.2], [-1.0, 0.3, -2.6], [-0.1, -0.1, 0.4], [0.5, -1.1, -0.4], [1.9, -1.9, -0.9], [1.2, -1.0, 0.4], [-2.2, 0.5, 0.4], [0.6, 0.6, 0.6], [1.2, 0.6, 1.3], [-1.7, 1.0, -0.4], [0.0, 1.3, -1.5], [-1.9, -0.5, -1.5], [-1.2, -2.3, -0.2], [-0.3, 0.1, 1.1], [-1.1, -0.4, -1.0], [0.5, 0.2, 0.5], [-0.1, 0.1, 0.7], [-1.0, -0.1, 0.1], [0.8, 1.1, 0.8], [1.5, -2.0, 2.3], [0.1, -1.8, -0.7], [1.0, -0.2, 0.4], [0.4, 0.5, 1.0], [1.5, 0.2, 1.1], [0.0, 0.1, 0.7], [0.8, 0.2, -0.7], [-0.4, -1.2, -0.4], [-0.7, 2.2, 0.2], [-1.6, 0.5, -0.4], [-0.6, 1.2, -0.1], [-0.8, 0.3, 0.7], [0.0, 1.0, 0.1], [0.1, 1.2, 0.9], [0.6, 0.0, -1.1], [-0.3, 0.7, 0.5], [-0.1, -3.7, -0.7], [0.3, 0.6, 1.4], [0.1, 0.3, -0.2], [-0.4, 0.0, 0.3], [-0.8, 0.0, 0.4], [-0.3, 0.4, 0.5], [0.9, 0.1, 0.2], [-0.1, -0.2, 0.2], [0.5, 0.2, -0.3], [-0.2, 0.1, 0.4], [0.0, -0.4, -0.7], [0.0, 0.3, 0.4], [-0.3, 0.2, -0.4], [0.4, -0.5, 0.6], [-0.1, -0.9, 0.1], [0.1, 0.5, 0.2], [-1.1, -0.6, 0.7], [0.0, 0.2, -0.2], [0.6, -0.4, 0.4], [-0.4, 0.4, -0.9], [0.3, -0.2, 0.3], [-0.8, -0.4, -0.7], [-0.3, 0.2, 0.6], [-0.1, 0.0, -0.2], [0.2, -0.1, -0.5], [-0.2, -0.1, 0.1], [-0.2, -0.3, 0.8], [-0.1, -0.2, -0.2], [-0.6, 0.3, 0.1], [0.0, 0.1, 0.4], [-0.1, 0.4, 1.3], [-0.3, -0.1, -0.3], [-0.5, 0.5, 0.0], [-0.1, 0.1, 0.4], [-0.3, 0.2, 0.1], [-0.1, 0.2, 0.0], [0.8, -0.6, 0.3], [0.2, -0.1, 0.6], [0.1, 0.5, 0.1], [-0.4, -0.2, 0.0], [-0.1, 0.6, 0.4], [-0.1, 0.0, 0.2], [0.2, 0.6, 0.4], [0.8, -1.1, 0.1], [-0.2, -0.6, 0.4], [-0.3, -0.1, -0.1], [-0.2, 0.0, 0.0], [0.3, 0.8, -0.3], [-0.1, 0.6, -0.4], [0.5, 0.7, 0.4], [0.5, -0.1, -0.1], [-0.2, 0.0, -0.1], [0.7, -0.3, -0.7], [0.7, 0.2, 0.7], [0.5, -0.4, -0.3], [-0.4, 0.1, -0.2], [-0.1, 0.4, -0.4], [-1.0, -0.2, 0.0], [1.2, 0.1, -0.1], [0.5, 0.3, -0.2], [0.0, -0.1, -0.4], [-0.3, 0.2, 0.3], [-0.1, -0.3, 0.0], [-0.4, 0.0, 0.2], [0.0, -0.3, -0.1], [-0.1, 0.5, -0.2], [-0.3, 0.0, -0.7], [-0.4, -0.1, 0.2], [0.1, -0.2, 0.4], [0.4, -0.1, 0.4], [0.7, 0.2, 0.1], [0.3, -0.9, -0.5], [0.0, 0.1, 0.0], [0.0, 0.3, 0.0], [0.6, 0.5, 0.3], [0.0, 1.0, -0.3], [-0.1, -0.6, 0.6], [0.6, -0.1, 0.3], [-0.3, -0.3, 0.3], [-0.1, -0.6, -0.1], [0.0, 0.3, 0.4], [0.1, -0.2, -0.2], [-0.3, 0.5, -0.5], [0.2, -0.3, -0.5], [-0.1, 0.0, 0.0], [1.0, -0.1, 0.2], [-0.5, -0.6, -0.1], [-0.6, 0.1, -0.2], [0.0, 0.0, -0.3], [-0.2, 0.0, 0.1], [-0.4, 0.2, 0.5], [0.0, 0.5, 0.0], [0.0, 0.6, -0.6], [-0.5, 0.0, -0.5], [-0.4, -0.3, -0.3], [-0.3, -0.9, 1.1], [0.1, 0.6, -0.6], [-0.4, -0.4, -0.1], [-0.7, 0.6, 0.8], [0.4, 0.1, -0.3], [0.2, -0.4, 0.0], [0.0, -0.1, -0.8], [0.8, -0.3, -0.5], [-0.3, -0.5, 0.1], [0.1, -0.8, -1.2], [0.2, -0.4, 0.3], [-0.9, 0.0, -0.4], [0.0, 0.0, 0.0], [0.1, -0.2, -0.2], [-0.8, 0.1, -0.4], [0.7, 0.7, -0.2], [0.3, 0.2, -0.2], [-0.3, 0.0, 0.3], [-0.5, -1.1, 0.6], [-0.1, 0.1, 0.0], [0.4, 0.2, -0.3], [0.1, -0.6, -0.3], [-0.5, -0.1, -0.5], [0.3, 0.0, 0.4], [-0.1, -0.2, -0.8], [0.0, 0.3, 0.0], [-0.7, -0.3, 0.0], [-0.4, 0.0, 0.5], [-0.2, -0.8, 0.6], [-0.3, 0.4, 0.3], [-0.1, -0.2, 0.0], [-0.2, 0.3, -0.5], [0.2, -0.1, -0.4], [-0.2, 0.6, -0.2], [-0.4, 0.2, 0.5], [-0.3, -1.0, 0.4], [0.5, 0.1, -0.4], [-0.1, -0.2, 0.4], [0.1, 0.0, 0.0], [0.5, 0.1, 0.6], [0.1, 0.2, 0.5], [-0.3, -0.1, 0.8], [0.2, 0.0, 0.2], [0.1, 0.3, -0.1], [0.1, -0.2, 0.0], [0.5, 0.0, -0.2], [0.2, 0.0, -0.2], [0.4, 0.4, 0.4], [-0.1, -0.2, 0.0], [0.2, -0.2, -0.7], [0.5, 0.2, 0.4], [-0.3, 0.7, 0.1], [0.2, 0.1, 0.0], [0.3, -0.2, 0.1], [-0.4, -0.3, -0.1], [-0.2, -0.8, -0.5], [0.7, 0.7, -0.9], [0.0, 0.1, 0.1], [0.1, 0.1, -0.1], [0.0, -0.4, -0.3], [0.1, -0.3, -0.1], [0.0, -0.3, -1.2], [0.1, 0.4, 0.2], [0.4, 0.4, -0.2], [0.2, 0.1, -0.2], [-0.4, -0.3, 0.0], [-0.2, -0.1, 0.0], [0.5, 0.0, -0.7], [0.1, 0.0, -0.2], [0.2, -0.2, -0.1], [0.0, -0.7, -0.9], [-0.1, -0.3, -0.2], [0.0, 0.3, 0.0], [0.0, 0.1, -0.1], [-0.1, 0.3, 0.1], [0.0, -0.1, 0.3], [0.1, 0.5, 0.1], [0.1, -0.1, 0.4], [-0.6, -0.1, 0.1], [-0.5, -0.5, 0.1], [0.1, -0.3, 0.7], [0.0, 0.5, 0.5], [0.6, -0.1, 0.2], [0.7, 0.3, 0.0], [-0.4, 0.0, 0.2], [0.2, 0.7, 0.2], [-0.1, -0.4, 0.5], [0.3, 0.4, 0.3], [0.4, 1.2, -0.5], [-0.2, -0.1, 0.2], [0.2, 0.3, -0.3]]}